1.
94
Properties=species:S:1:pos:R:3:forces:R:3:mulliken_charge:R:1 method="wB97M-V/def2-TZVPD" total_charge=-1 orbital_gap_ev="6.079 / 6.519" lumo_ev="1.838 / 2.232" multiplicity=2
V 0.12739 0.63193 -1.64134 1.0877 -1.4521 0.8471 -1.03
Cl -6.77130 1.39384 -2.18601 -0.0033 -0.0008 0.0044 -0.26
C -5.08904 1.17871 -2.57883 -0.0099 0.0023 -0.0244 -0.17
C -4.17924 1.07044 -1.53466 0.0411 -0.0148 0.0282 0.00
C -2.82692 0.89433 -1.80846 -0.0308 0.0154 -0.0667 -0.48
N -1.78133 0.76173 -0.87999 -0.1964 0.0081 -0.0219 1.21
C -1.99308 1.12349 0.40271 0.0394 -0.0284 -0.0158 0.24
O -3.04599 1.42093 0.95818 -0.0047 -0.0109 0.0221 -0.82
C -0.72942 1.17116 1.20875 -0.0604 -0.2067 0.0391 -0.26
C -0.76771 1.41466 2.57310 -0.0333 -0.0002 0.0320 -0.78
C 0.42308 1.41896 3.27415 0.0179 -0.0127 -0.0430 -0.63
C 1.60406 1.17209 2.58517 -0.0491 0.0012 0.0017 -1.03
C 1.54853 0.92755 1.22426 0.0830 0.0748 0.0478 -0.31
N 0.39733 0.92835 0.55038 0.0653 0.4952 -0.0692 1.45
C -2.39737 0.82265 -3.14740 0.0157 -0.0708 0.0278 -0.46
C -3.31663 0.93737 -4.18435 0.0193 0.0216 0.0157 -1.19
C -4.66124 1.11799 -3.89190 -0.0074 -0.0023 0.0317 0.25
Cl -5.78394 1.26290 -5.21246 0.0004 0.0015 -0.0105 -0.25
N -1.03708 0.56475 -3.27484 -0.2110 0.3804 -0.2697 0.97
C -0.45890 0.24055 -4.46911 0.0839 -0.0093 -0.0057 0.20
O -0.91767 0.37029 -5.59198 -0.0150 -0.0103 0.0051 -0.78
C 0.89882 -0.34436 -4.17279 -0.2920 0.4977 -0.4023 0.45
C 1.84957 -0.36539 -5.13703 0.2171 -0.2345 0.2565 -0.47
C 3.24260 -0.71492 -4.94636 0.0034 0.0257 0.0038 -0.27
C 3.91714 -0.83801 -3.79046 -0.0555 0.0416 -0.0325 -1.21
C 3.33953 -0.57207 -2.42160 0.0206 -0.0363 0.0332 -0.11
N 0.92816 -0.65375 -2.86308 -0.1893 0.0924 -0.4559 0.36
H -4.52644 1.12521 -0.51820 -0.0121 -0.0063 -0.0054 0.69
H -1.73061 1.58591 3.03296 0.0006 0.0023 -0.0043 0.62
H 0.43555 1.60767 4.34046 -0.0017 -0.0025 0.0022 0.45
H 2.55946 1.16531 3.09149 0.0093 -0.0037 -0.0125 0.51
H 2.43052 0.68937 0.64905 -0.0131 0.0381 -0.0425 0.20
H -2.98561 0.88652 -5.20749 0.0043 0.0019 -0.0049 0.71
H 1.51189 -0.09399 -6.12869 -0.0022 -0.0207 -0.0105 0.45
H 3.80891 -0.89579 -5.85615 -0.0091 -0.0060 -0.0039 0.40
H 4.95174 -1.15875 -3.83560 -0.0011 0.0019 -0.0036 0.42
H 4.03592 -0.95382 -1.66434 0.0233 -0.0732 -0.0730 0.73
C 4.54431 1.68105 -2.23605 -0.0182 0.0124 0.0089 -1.77
C 3.26390 0.90354 -2.15715 0.0031 0.0804 0.0173 0.76
N 2.15688 1.46890 -1.85419 -0.0596 0.1686 -0.0336 1.67
N 2.24174 2.83856 -1.61090 -0.0258 0.0436 -0.0311 -1.41
C 1.03758 3.30396 -1.49432 0.0812 0.0499 -0.0693 0.47
O -0.02057 2.57525 -1.59030 -0.1774 0.2660 0.0664 -0.65
C 0.85076 4.75091 -1.21437 -0.0513 0.0090 0.0061 0.30
C -0.38821 5.20019 -0.77109 -0.0166 0.0028 -0.0120 -0.37
C -0.57631 6.54360 -0.47868 -0.0104 -0.0057 -0.0083 -0.82
C 0.46715 7.44293 -0.63946 0.0181 -0.0005 -0.0021 -0.39
C 1.70291 6.99649 -1.09322 0.0017 0.0210 -0.0014 -0.70
C 1.89645 5.65549 -1.37850 0.0030 -0.0345 0.0236 -0.46
C 1.98837 -1.28461 -2.16081 0.2298 -0.1911 0.2186 1.05
C 2.12014 -2.75701 -2.49250 -0.0152 0.0556 0.1192 -1.66
C 1.66125 -3.68410 -1.64886 -0.0237 -0.0415 0.0755 -1.02
C 1.07348 -3.31032 -0.38074 0.1203 -0.0476 -0.0201 -0.56
C 1.05360 -1.99331 -0.06142 0.0532 0.1865 0.2132 0.11
N 1.53523 -0.96523 -0.80307 -0.3194 -0.1722 -0.4082 0.23
H 4.64002 2.33494 -1.37017 0.0103 -0.0048 0.0005 0.44
H 4.53406 2.32383 -3.11803 -0.0041 0.0032 0.0019 0.27
H 5.39586 1.00647 -2.30276 -0.0071 -0.0086 -0.0177 0.45
H -1.19520 4.48712 -0.66345 0.0051 0.0014 0.0014 0.51
H -1.54163 6.88745 -0.12952 -0.0006 -0.0021 -0.0012 0.41
H 0.31870 8.49227 -0.41628 -0.0001 -0.0002 -0.0002 0.37
H 2.51653 7.69857 -1.22724 -0.0015 0.0009 0.0017 0.38
H 2.85155 5.28900 -1.72936 0.0015 0.0026 0.0000 0.46
H 2.57203 -3.01550 -3.44073 -0.0298 0.0077 -0.0246 0.41
H 1.74787 -4.73426 -1.90931 -0.0176 0.0004 0.0019 0.39
H 0.69909 -4.05291 0.31063 0.0063 -0.0002 0.0037 0.41
H 0.67482 -1.68951 0.90884 -0.0960 0.0164 -0.0289 -0.02
C -0.53114 -2.35991 6.86496 -0.0096 -0.0115 -0.0001 -1.09
C -0.70169 -3.69635 6.15564 -0.0174 -0.0003 0.0201 -0.87
N -0.94734 -3.54266 4.72611 -0.0091 0.0776 -0.0634 0.27
C 0.12780 -3.94373 3.82218 0.0166 -0.0152 0.0375 -0.93
C 1.34940 -3.03458 3.88088 -0.0262 -0.0432 0.0249 -0.85
C -2.21652 -3.19719 4.35662 0.0929 -0.0312 -0.0446 0.42
O -3.11632 -3.10097 5.17969 -0.0273 -0.0212 0.0145 -0.67
C -2.47653 -2.91187 2.90963 -0.0558 -0.0296 0.0191 -0.01
C -3.62222 -3.39840 2.29321 0.0177 0.0313 0.0087 -0.63
C -3.84012 -3.09377 0.96019 0.0209 -0.0059 0.0150 -1.09
C -2.90455 -2.31301 0.29089 0.0019 -0.0445 -0.0140 -0.30
N -1.81701 -1.82597 0.87830 -0.2822 0.1919 0.0993 0.42
C -1.63592 -2.10271 2.16004 0.1082 -0.0719 -0.0177 -0.27
H -0.33573 -2.51544 7.92745 -0.0011 0.0070 0.0040 0.39
H -1.44161 -1.77010 6.76564 0.0080 0.0013 0.0006 0.31
H 0.29983 -1.79585 6.43911 0.0042 0.0022 0.0053 0.24
H -1.53981 -4.23947 6.59416 0.0093 -0.0061 0.0038 0.44
H 0.19530 -4.30800 6.26732 0.0016 0.0026 -0.0041 0.43
H -0.25613 -3.98366 2.80806 -0.0199 -0.0232 -0.0199 0.53
H 0.42173 -4.96590 4.08484 0.0044 0.0027 -0.0004 0.40
H 1.08185 -2.00092 3.65894 0.0111 0.0230 -0.0060 0.06
H 2.08588 -3.35684 3.14352 -0.0031 0.0019 0.0019 0.43
H 1.81690 -3.06001 4.86727 -0.0041 0.0058 0.0000 0.42
H -4.32202 -3.99606 2.86335 -0.0044 -0.0024 -0.0078 0.50
H -4.71898 -3.45218 0.44194 0.0003 0.0061 -0.0073 0.41
H -3.02963 -2.06185 -0.75736 -0.0186 0.0069 0.0068 0.50
H -0.75842 -1.66021 2.62284 -0.0122 0.0267 0.0027 0.45


2.
92
Properties=species:S:1:pos:R:3:forces:R:3:mulliken_charge:R:1 method="wB97M-V/def2-TZVPD" total_charge=+2 orbital_gap_ev="6.110 / 5.798" lumo_ev="-5.838 / -6.147" multiplicity=4
Cr 0.41242 1.78862 1.41890 0.4287 0.3707 1.0952 -0.12
O 2.37231 0.80151 4.70620 -0.0100 0.0843 -0.1070 -0.65
C 1.52776 1.07279 3.89073 -0.3577 -0.2740 0.2622 0.06
O 1.67348 1.80819 2.83236 0.4151 0.3274 -0.3841 -0.33
C 0.11639 0.53035 4.02126 0.0574 0.0600 -0.0519 0.87
C -0.25824 -0.08822 5.21649 -0.0475 -0.0423 0.0513 -1.30
C -1.53642 -0.54804 5.33998 0.0930 0.0740 -0.0235 -0.96
C -2.42450 -0.41007 4.25459 0.1056 0.1174 -0.1231 1.29
C -3.74929 -0.89705 4.33051 -0.0949 -0.0564 -0.0813 -0.90
C -4.58164 -0.82261 3.25273 -0.0776 -0.0584 0.0673 -0.75
C -4.12943 -0.21823 2.06700 0.1677 0.1124 -0.0403 -0.84
C -2.87111 0.31333 1.98330 0.0083 0.0039 -0.0363 -0.39
C -1.96713 0.22169 3.06270 -0.2318 -0.1658 0.1960 -0.37
N -0.68260 0.70890 2.97704 0.0616 0.1559 -0.0655 1.15
H 0.48085 -0.15997 6.00130 0.0100 -0.0355 -0.0144 0.66
H -1.87659 -1.02102 6.25268 -0.0135 -0.0005 -0.0001 0.48
H -4.08672 -1.34287 5.25729 0.0367 -0.0319 0.0010 0.45
H -5.58651 -1.21889 3.30160 0.0075 0.0005 0.0405 0.42
H -4.78345 -0.16460 1.20653 -0.0424 0.0425 0.0352 0.50
H -2.56669 0.81045 1.08225 0.0073 -0.0054 -0.0520 0.33
C -3.22380 -7.73922 -7.67453 -0.0726 0.0273 -0.0410 -0.84
O -2.12004 -7.72001 -6.77764 0.0273 -0.2212 -0.0720 -0.45
C -1.95461 -6.67329 -5.97026 0.0757 0.3104 0.2405 0.95
C -2.78447 -5.54990 -5.94285 -0.1075 -0.1144 -0.1697 -0.69
C -2.50122 -4.51196 -5.07758 0.2089 0.0859 0.2202 -0.71
C -1.40227 -4.56262 -4.21871 -0.1642 -0.1881 -0.2483 0.28
C -0.58345 -5.70160 -4.24419 -0.0430 0.1530 0.0567 -0.48
C -0.85550 -6.73661 -5.10045 -0.0653 -0.1387 -0.1452 -0.68
C -1.08961 -3.48821 -3.29931 0.0876 0.2341 0.2145 0.27
N -0.10889 -3.50091 -2.41397 0.1080 -0.2366 0.0053 -0.89
C -0.18004 -2.31903 -1.75745 -0.4414 0.2581 -0.2776 0.80
C -1.22398 -1.53942 -2.25107 0.3726 -0.2211 0.1834 -0.24
N -1.78905 -2.30637 -3.23373 -0.0800 -0.0629 -0.1122 -0.08
C -1.50431 -0.22976 -1.78671 0.1187 0.0972 0.0721 0.59
C -2.48667 0.64037 -2.29091 0.1026 0.1316 0.1813 -1.08
C -2.59859 1.89654 -1.74539 -0.1273 -0.1081 -0.1863 -1.07
C -1.76479 2.27663 -0.69634 0.0881 0.0765 0.2337 -0.51
N -0.82970 1.48173 -0.18734 -0.6544 -0.2072 -0.7948 1.06
C -0.68637 0.24347 -0.73539 -0.1807 0.0714 -0.0733 0.23
C 0.36173 -0.56738 -0.19242 0.1618 -0.2609 0.0019 -0.18
N 1.08032 -0.01022 0.81309 0.3650 -0.6770 -0.2218 0.97
C 2.11425 -0.68203 1.30413 0.0160 0.1574 0.1074 -0.67
C 2.46893 -1.95080 0.84593 -0.0378 -0.1693 -0.1327 -1.25
C 1.73296 -2.54571 -0.15286 0.0924 0.0513 0.1297 -0.86
C 0.65318 -1.84176 -0.70330 -0.1164 0.2675 0.1093 0.51
H -3.15710 -8.68491 -8.20197 -0.0117 0.0046 0.0029 0.25
H -3.16264 -6.91893 -8.39268 0.0192 0.0066 0.0263 0.35
H -4.16996 -7.68963 -7.13193 0.0135 -0.0070 0.0015 0.35
H -3.64801 -5.48181 -6.58902 0.0395 -0.0019 -0.0004 0.42
H -3.16268 -3.65336 -5.08134 -0.0403 -0.0180 -0.0233 0.22
H 0.26690 -5.74747 -3.57838 0.0015 -0.0333 0.0035 0.48
H -0.24081 -7.62590 -5.13309 0.0453 0.0331 0.0254 0.44
H -2.57757 -2.06614 -3.80818 -0.0060 -0.0246 -0.0259 0.18
H -3.13990 0.33231 -3.09654 -0.0029 0.0032 -0.0106 0.52
H -3.33196 2.60026 -2.11273 -0.0155 -0.0098 0.0187 0.53
H -1.88849 3.24468 -0.23370 0.0245 0.0014 0.0198 0.43
H 2.68820 -0.19700 2.08345 -0.0169 0.0307 -0.0056 0.75
H 3.31456 -2.45025 1.29725 -0.0073 -0.0102 0.0031 0.59
H 1.96518 -3.53591 -0.52259 -0.0011 0.0036 -0.0175 0.62
C -1.24334 6.96507 0.55790 0.0770 -0.0510 -0.1051 -1.39
C -0.95623 5.78956 1.42125 -0.0956 -0.1066 0.1326 0.72
C -1.17680 5.57526 2.76296 0.0618 -0.0738 0.0070 -1.36
C -0.71486 4.28214 3.04467 -0.0486 0.1644 -0.0791 0.35
N -0.26067 3.70924 1.92244 0.0011 -0.1157 -0.1400 1.22
N -0.42326 4.64700 0.94605 -0.0470 0.1718 -0.0148 0.01
C -0.68449 3.65875 4.39570 -0.0138 -0.0980 -0.0614 -1.01
H -1.59922 7.79193 1.16543 0.0261 0.0228 -0.0045 0.38
H -2.01435 6.72364 -0.17533 -0.0057 0.0266 0.0077 0.31
H -0.35140 7.28341 0.01699 -0.0100 0.0458 0.0209 0.33
H -1.60776 6.26046 3.47220 0.0211 0.0461 -0.0261 0.52
H 0.03302 4.52713 0.05496 0.0208 -0.0654 -0.0419 0.18
H -0.88618 4.42517 5.13986 -0.0320 -0.0217 0.0166 0.48
H 0.29790 3.24067 4.60057 0.0283 -0.0143 0.0386 0.17
H -1.43672 2.87623 4.49820 -0.0061 -0.0135 0.0140 0.15
N 2.45098 1.17891 -2.01318 0.1045 0.0241 -0.0015 -0.26
C 2.96807 1.71559 -0.89109 -0.0680 -0.2779 -0.2323 0.33
S 2.05873 2.91884 -0.06938 -0.2592 0.3172 0.2999 -0.58
N 4.14934 1.26245 -0.50959 -0.0555 -0.0491 -0.0903 -0.08
C 5.06242 1.67572 0.51175 0.1596 0.1563 0.3142 0.67
C 5.12473 2.97201 1.00491 -0.0135 -0.0048 -0.1393 -0.22
C 6.10864 3.29791 1.92565 -0.0014 -0.0442 -0.0023 -0.90
C 7.02370 2.34790 2.35092 0.0182 -0.0175 0.0250 -0.50
C 6.95661 1.05490 1.85302 0.0294 0.0404 0.0258 -0.75
C 5.98034 0.71874 0.93248 -0.1462 -0.0719 -0.0383 -0.36
H 1.61677 1.59884 -2.38433 -0.0379 0.0511 0.0368 0.28
H 3.03882 0.69161 -2.67402 -0.0145 -0.0655 0.0376 0.23
H 4.50481 0.48106 -1.04624 0.0497 0.0478 -0.0726 0.30
H 4.43986 3.72915 0.66112 0.0017 0.0178 0.0032 0.48
H 6.16952 4.31233 2.29504 -0.0181 -0.0051 0.0120 0.41
H 7.79710 2.61620 3.05722 -0.0142 -0.0033 0.0128 0.42
H 7.67348 0.31071 2.17089 -0.0107 -0.0129 0.0009 0.40
H 5.93784 -0.29066 0.53624 -0.0013 0.0066 -0.0245 0.35


For each record above, in turn, the calculated E_tot values are -4280.43841 -3783.05593 hartree.